Record 1
Molecular formula: C24H29BrFIrN2O5S2Si2
Method: DFT, ωB97M-V with the def2-TZVPD basis set

Each line ends with the Löwdin charge.
Positions of all 67 atoms, in Å:
Ir1 -0.65 0.88 -0.81  1.09
C1 3.34 -0.81 0.30  -0.18
Si1 2.31 -1.38 1.76  0.42
C2 3.17 -3.06 2.12  -0.20
C3 2.74 -0.34 3.27  -0.17
C4 0.52 -1.60 1.50  -0.34
C5 0.07 -2.04 0.20  -0.35
C6 -0.12 -3.43 -0.04  -0.06
C7 -0.47 -3.94 -1.26  -0.09
C8 -0.65 -3.06 -2.32  -0.09
C9 -0.50 -1.72 -2.06  -0.19
N1 -0.19 -1.19 -0.86  -0.04
Si2 -0.41 -2.21 2.94  0.43
C10 -0.78 -0.84 4.19  -0.17
C11 -2.08 -2.99 2.49  -0.22
C12 0.36 -3.55 4.07  -0.21
H1 4.40 -0.86 0.59  0.02
H2 3.11 0.21 -0.02  0.01
H3 3.21 -1.49 -0.54  0.02
H4 4.26 -2.92 2.15  0.01
H5 2.95 -3.78 1.33  0.02
H6 2.87 -3.51 3.07  -0.01
H7 3.83 -0.34 3.41  0.02
H8 2.31 -0.78 4.18  0.01
H9 2.41 0.69 3.18  0.01
H10 0.09 -4.10 0.78  0.10
H11 -0.58 -5.02 -1.39  0.09
H12 -0.91 -3.38 -3.32  0.09
H13 -0.66 -1.00 -2.86  0.07
H14 -1.19 0.04 3.70  -0.02
H15 0.12 -0.53 4.72  0.02
H16 -1.51 -1.18 4.94  0.03
H17 -2.52 -2.55 1.59  -0.07
H18 -2.79 -2.85 3.31  0.02
H19 -1.98 -4.07 2.32  0.02
H20 1.23 -3.19 4.62  0.01
H21 0.67 -4.44 3.50  0.01
H22 -0.39 -3.87 4.80  0.01
Br1 -3.85 -0.54 0.93  0.82
C13 -2.74 0.75 1.75  -0.70
C14 -3.24 1.35 2.90  -0.12
C15 -2.43 2.24 3.58  -0.06
C16 -1.14 2.46 3.10  -0.01
C17 -0.74 1.83 1.94  -0.18
N2 -1.54 1.00 1.25  0.00
C18 0.68 2.07 1.43  -0.60
O1 1.43 2.74 2.13  0.02
O2 0.98 1.51 0.32  -0.14
H23 -4.23 1.11 3.23  0.09
H24 -2.78 2.73 4.47  0.10
H25 -0.43 3.11 3.59  0.12
O3 -1.39 2.84 -0.83  -0.52
S1 -2.80 2.72 -1.42  0.14
O4 -3.81 2.87 -0.39  -0.40
O5 -2.96 3.62 -2.55  -0.40
S2 -2.64 0.75 -2.06  0.31
F1 2.73 1.92 -5.89  -0.01
C19 1.97 1.68 -4.78  -0.31
C20 0.78 2.36 -4.61  -0.03
C21 0.01 2.11 -3.48  -0.11
C22 0.40 1.19 -2.50  -0.34
C23 1.61 0.53 -2.73  -0.12
C24 2.40 0.76 -3.85  -0.04
H26 0.47 3.09 -5.36  0.10
H27 -0.91 2.67 -3.37  0.05
H28 1.96 -0.19 -2.00  0.06
H29 3.34 0.24 -4.00  0.10

For the electronic energy, the calculation gives -5571.4440 Ha. The value obtained for the HOMO energy is -1.441 eV. The calculation puts the molar mass at 836.930 Da. Its total charge is -2. For the relative energy (zero: lowest compared OMol25 entry of this formula, charge and spin), the calculation gives 0.2 kJ/mol. The value obtained for the HOMO-LUMO gap is 5.91 eV.

***

Record 2
Molecular formula: C19H12Cl28F3N2
Method: DFT, ωB97M-V with the def2-TZVPD basis set

Each line ends with the Löwdin charge.
Positions of all 64 atoms, in Å:
C1 -0.57 -2.94 -1.49  -0.04
C2 0.29 -2.18 -2.49  -0.25
C3 0.80 -2.82 -3.62  -0.02
C4 1.60 -2.09 -4.49  -0.13
C5 1.90 -0.75 -4.24  -0.17
C6 1.37 -0.10 -3.14  -0.20
C7 1.70 1.37 -2.87  -0.03
C8 1.82 1.58 -1.40  -0.15
C9 0.88 1.93 -0.48  0.01
N1 1.45 1.96 0.78  0.15
C10 2.72 1.65 0.64  0.00
N2 3.00 1.44 -0.65  0.14
C11 4.34 1.10 -1.11  -0.61
F1 4.40 -0.14 -1.52  0.24
F2 4.67 1.94 -2.09  0.20
F3 5.18 1.32 -0.11  0.19
C12 0.56 -0.84 -2.27  0.00
H1 -0.14 -3.92 -1.31  0.08
H2 -1.60 -3.02 -1.83  0.08
H3 -0.51 -2.39 -0.54  0.07
H4 0.55 -3.86 -3.78  0.12
H5 2.00 -2.59 -5.36  0.10
H6 2.56 -0.23 -4.91  0.08
H7 2.68 1.56 -3.31  0.12
H8 0.95 2.03 -3.30  0.14
H9 -0.14 2.11 -0.75  0.15
H10 0.96 2.17 1.65  0.04
H11 3.38 1.60 1.49  0.18
H12 0.11 -0.41 -1.39  0.10
C13 -4.37 -5.55 -1.04  -2.05
Cl1 -5.65 -6.64 -0.50  0.55
Cl2 -5.06 -3.97 -1.44  0.51
Cl3 -3.17 -5.35 0.25  0.48
Cl4 -3.58 -6.23 -2.47  0.53
C14 0.77 3.88 4.78  -2.01
Cl5 0.05 2.89 3.47  0.52
Cl6 0.43 5.57 4.49  0.53
Cl7 0.08 3.37 6.31  0.57
Cl8 2.52 3.61 4.80  0.54
C15 -0.62 -6.27 3.24  -2.03
Cl9 -0.54 -5.12 1.89  0.46
Cl10 0.32 -5.64 4.59  0.51
Cl11 -2.30 -6.47 3.73  0.53
Cl12 0.03 -7.82 2.72  0.55
C16 -0.71 -1.54 3.95  -2.02
Cl13 -1.06 -2.74 5.19  0.54
Cl14 -0.40 0.03 4.71  0.49
Cl15 0.72 -2.02 3.03  0.49
Cl16 -2.09 -1.40 2.86  0.48
C17 0.82 9.37 6.15  -2.05
Cl17 1.56 8.03 7.04  0.51
Cl18 1.95 10.72 6.08  0.54
Cl19 0.43 8.84 4.51  0.49
Cl20 -0.66 9.88 6.97  0.54
C18 -5.50 0.20 1.46  -2.04
Cl21 -4.49 1.20 2.51  0.50
Cl22 -4.61 -1.26 0.98  0.47
Cl23 -6.96 -0.27 2.33  0.55
Cl24 -5.94 1.12 0.02  0.53
C19 0.22 0.82 -7.75  -2.02
Cl25 -1.33 1.17 -6.99  0.53
Cl26 1.05 -0.44 -6.81  0.64
Cl27 -0.04 0.27 -9.41  0.54
Cl28 1.22 2.29 -7.76  0.52

For the electronic energy, the calculation gives -14025.3873 Ha. The value obtained for the HOMO energy is -11.493 eV. The calculation puts the molar mass at 1317.997 Da. Its total charge is +1. The value obtained for the HOMO-LUMO gap is 8.54 eV.

***

Record 3
Molecular formula: C26H27NO4S2
Method: DFT, ωB97M-V with the def2-TZVPD basis set

Each line ends with the Löwdin charge.
Positions of all 60 atoms, in Å:
C1 -2.07 1.90 0.20  0.06
C2 -1.31 1.20 -0.67  -0.35
S1 0.38 0.90 -0.10  0.72
O1 0.31 0.99 1.35  -0.36
O2 0.94 -0.28 -0.73  -0.28
C3 1.33 2.40 -0.44  -0.26
C4 2.06 2.54 -1.62  -0.05
C5 2.78 3.72 -1.83  -0.07
C6 2.73 4.76 -0.90  -0.07
C7 1.99 4.60 0.28  -0.07
C8 1.30 3.41 0.52  -0.06
S2 -2.07 0.62 -2.21  0.71
O3 -3.14 1.56 -2.47  -0.31
O4 -2.34 -0.81 -2.12  -0.30
C9 -0.85 0.88 -3.52  -0.28
C10 -0.16 -0.22 -4.01  -0.05
C11 0.79 -0.03 -5.01  -0.06
C12 1.03 1.25 -5.51  -0.07
C13 0.29 2.34 -5.05  -0.08
C14 -0.67 2.16 -4.05  -0.06
H1 -1.61 2.30 1.09  0.08
H2 -3.05 2.24 -0.12  0.08
H3 2.05 1.73 -2.35  0.11
H4 3.39 3.81 -2.72  0.11
H5 3.26 5.70 -1.08  0.11
H6 1.94 5.39 1.02  0.11
H7 0.74 3.28 1.44  0.11
H8 -0.37 -1.21 -3.59  0.12
H9 1.32 -0.90 -5.40  0.11
H10 1.80 1.40 -6.28  0.11
H11 0.44 3.34 -5.46  0.11
H12 -1.27 2.99 -3.68  0.12
C15 0.27 -1.74 1.98  -0.09
C16 -0.88 -2.43 1.65  -0.09
N1 -2.12 -2.02 1.94  -0.14
C17 -3.24 -2.96 1.82  -0.16
C18 -4.44 -2.28 2.48  -0.16
C19 -3.93 -1.00 3.14  -0.16
C20 -2.41 -0.92 2.87  -0.14
C21 1.60 -2.30 2.01  -0.23
C22 2.63 -1.56 2.65  -0.04
C23 3.90 -2.12 2.86  -0.10
C24 4.20 -3.39 2.36  -0.12
C25 3.21 -4.11 1.67  -0.10
C26 1.94 -3.56 1.48  -0.05
H13 0.16 -0.74 2.38  0.06
H14 -0.79 -3.40 1.14  0.12
H15 -3.42 -3.23 0.77  0.12
H16 -2.96 -3.88 2.36  0.12
H17 -5.21 -2.07 1.74  0.11
H18 -4.85 -2.95 3.24  0.10
H19 -4.43 -0.11 2.75  0.10
H20 -4.09 -1.03 4.22  0.10
H21 -1.84 -1.08 3.81  0.13
H22 -2.10 0.06 2.47  0.10
H23 2.39 -0.55 3.00  0.11
H24 4.64 -1.56 3.44  0.10
H25 5.19 -3.83 2.55  0.09
H26 3.44 -5.12 1.31  0.10
H27 1.18 -4.12 0.91  0.10

For the electronic energy, the calculation gives -2158.9277 Ha. As for the structure (SMILES): C=C(S(=O)(=O)c1ccccc1)S(=O)(=O)c1ccccc1.C(=C\N1CCCC1)/c1ccccc1. The value obtained for the HOMO energy is -6.401 eV. The calculation puts the molar mass at 481.639 Da. For the relative energy (zero: lowest compared OMol25 entry of this formula, charge and spin), the calculation gives 0.0 kJ/mol. The value obtained for the HOMO-LUMO gap is 5.92 eV.

***

Record 4
Molecular formula: C5H33N3O9
Method: DFT, ωB97M-V with the def2-TZVPD basis set

Each line ends with the Löwdin charge.
Positions of all 50 atoms, in Å:
C1 -0.31 -3.02 1.87  -0.15
N1 -0.88 -1.90 2.63  -0.09
C2 -1.41 -0.83 1.76  -0.19
C3 -0.41 0.30 1.40  -0.36
C4 -1.22 1.40 0.64  -0.04
N2 0.70 -0.24 0.60  -0.05
C5 1.82 0.72 0.36  -0.30
N3 2.87 0.05 -0.41  0.00
H1 0.46 -2.75 1.17  0.04
H2 0.13 -3.75 2.61  0.10
H3 -1.13 -3.56 1.36  0.08
H4 -0.16 -1.52 3.21  0.06
H5 -2.23 -0.38 2.34  0.12
H6 -1.92 -1.23 0.90  0.09
H7 0.04 0.70 2.34  0.14
H8 -0.57 2.14 0.25  0.01
H9 -1.92 1.88 1.29  0.08
H10 -1.73 0.99 -0.20  0.08
H11 0.37 -0.69 -0.30  0.10
H12 1.49 1.65 -0.23  0.13
H13 2.26 1.05 1.40  0.13
H14 3.20 -0.79 0.09  0.07
H15 2.52 -0.20 -1.33  0.04
O1 2.01 -1.24 3.14  -0.06
H16 1.86 -1.11 2.20  -0.02
H17 2.94 -0.94 3.23  0.06
O2 -0.86 4.60 0.11  -0.05
H18 -0.24 4.24 0.73  -0.02
H19 -1.68 4.81 0.57  0.08
O3 1.27 -3.59 -1.41  -0.06
H20 1.68 -2.74 -1.10  0.07
H21 1.41 -3.67 -2.35  0.05
O4 0.84 3.58 1.92  -0.02
H22 1.72 3.89 1.82  0.06
H23 0.83 2.61 1.91  0.02
O5 0.96 -1.08 -2.31  -0.08
H24 0.63 -0.33 -2.84  0.03
H25 0.17 -1.51 -2.15  -0.05
O6 -2.42 -0.88 -3.03  -0.02
H26 -3.36 -0.89 -2.79  0.07
H27 -1.99 -1.49 -2.46  -0.04
O7 -1.12 -2.37 -1.22  -0.07
H28 -0.47 -3.09 -1.29  0.04
H29 -1.34 -2.36 -0.28  0.01
O8 -0.76 3.21 -2.20  -0.07
H30 -0.96 3.87 -2.89  0.08
H31 -0.86 3.60 -1.31  -0.01
O9 -0.43 0.87 -3.46  -0.04
H32 -1.23 0.36 -3.35  -0.01
H33 -0.56 1.65 -2.96  -0.03

For the electronic energy, the calculation gives -1051.7132 Ha. As for the structure (SMILES): CNC[C@H](C)NCN.O.O.O.O.O.O.O.O.O. The value obtained for the HOMO energy is -8.646 eV. The calculation puts the molar mass at 279.331 Da. For the relative energy (zero: lowest compared OMol25 entry of this formula, charge and spin), the calculation gives 48.7 kJ/mol. The value obtained for the HOMO-LUMO gap is 9.03 eV.

***

Record 5
Molecular formula: C3H13O5
Method: DFT, ωB97M-V with the def2-TZVPD basis set

Each line ends with the Löwdin charge.
Positions of all 21 atoms, in Å:
C1 1.88 -1.17 0.02  -0.16
C2 0.46 -1.42 0.51  -0.23
O1 0.18 -2.83 0.26  -0.12
C3 1.86 0.14 -0.86  -0.27
O2 1.67 1.18 0.10  -0.14
H1 2.19 -1.98 -0.64  0.10
H2 2.60 -0.92 0.79  0.10
H3 0.26 -1.23 1.56  0.12
H4 -0.22 -0.88 -0.14  0.10
H5 -0.51 -3.18 0.82  0.06
H6 2.79 0.24 -1.42  0.09
H7 1.02 0.14 -1.57  0.09
H8 -2.02 0.61 1.45  -0.01
H9 -3.29 0.59 0.84  0.00
O3 -2.97 0.55 1.74  -0.14
H10 -0.96 1.52 -1.23  -0.03
H11 -1.99 1.57 -2.49  -0.01
O4 -1.10 1.37 -2.21  -0.13
H12 0.70 1.44 0.07  0.01
H13 -0.94 2.38 0.90  -0.05
O5 -0.90 1.57 0.41  -0.38

For the electronic energy, the calculation gives -498.3244 Ha. The value obtained for the HOMO energy is -4.975 eV. The calculation puts the molar mass at 129.132 Da. Its total charge is -1. For the relative energy (zero: lowest compared OMol25 entry of this formula, charge and spin), the calculation gives 34.9 kJ/mol. The value obtained for the HOMO-LUMO gap is 8.64 eV.

***

Record 6
Molecular formula: C3H11NO2S
Method: DFT, ωB97M-V with the def2-TZVPD basis set

Each line ends with the Löwdin charge.
Positions of all 18 atoms, in Å:
N1 -0.49 -2.07 0.29  0.04
C1 0.49 -0.99 0.41  -0.50
C2 -0.17 0.31 0.02  -0.21
O1 -0.31 0.23 -1.43  -0.09
C3 0.96 -0.96 1.87  -0.48
S1 2.05 -2.43 2.31  0.68
H1 -0.06 -2.96 0.53  0.05
H2 -0.64 -2.17 -0.72  0.07
H3 1.36 -1.14 -0.24  0.13
H4 -1.09 0.32 0.60  0.12
H5 0.40 1.24 0.07  0.12
H6 -0.80 1.00 -1.74  0.08
H7 1.51 -0.08 2.18  0.06
H8 0.06 -1.07 2.48  0.07
H9 3.09 -2.10 1.56  -0.17
O2 -2.02 3.99 -2.51  -0.05
H10 -2.48 3.96 -3.36  0.04
H11 -1.87 4.91 -2.32  0.02

For the electronic energy, the calculation gives -724.2999 Ha. As for the structure (SMILES): N[C@@H](CO)CS.O. The value obtained for the HOMO energy is -9.132 eV. The calculation puts the molar mass at 125.193 Da. For the relative energy (zero: lowest compared OMol25 entry of this formula, charge and spin), the calculation gives 31.0 kJ/mol. The value obtained for the HOMO-LUMO gap is 9.78 eV.

***

Q: Which value of HOMO-LUMO gap does entry 5 give?
A: 8.64 eV

***

Please write out number 5 again, unchanged.
Molecular formula: C3H13O5
Method: DFT, ωB97M-V with the def2-TZVPD basis set

Each line ends with the Löwdin charge.
Positions of all 21 atoms, in Å:
C1 1.88 -1.17 0.02  -0.16
C2 0.46 -1.42 0.51  -0.23
O1 0.18 -2.83 0.26  -0.12
C3 1.86 0.14 -0.86  -0.27
O2 1.67 1.18 0.10  -0.14
H1 2.19 -1.98 -0.64  0.10
H2 2.60 -0.92 0.79  0.10
H3 0.26 -1.23 1.56  0.12
H4 -0.22 -0.88 -0.14  0.10
H5 -0.51 -3.18 0.82  0.06
H6 2.79 0.24 -1.42  0.09
H7 1.02 0.14 -1.57  0.09
H8 -2.02 0.61 1.45  -0.01
H9 -3.29 0.59 0.84  0.00
O3 -2.97 0.55 1.74  -0.14
H10 -0.96 1.52 -1.23  -0.03
H11 -1.99 1.57 -2.49  -0.01
O4 -1.10 1.37 -2.21  -0.13
H12 0.70 1.44 0.07  0.01
H13 -0.94 2.38 0.90  -0.05
O5 -0.90 1.57 0.41  -0.38

For the electronic energy, the calculation gives -498.3244 Ha. The value obtained for the HOMO energy is -4.975 eV. The calculation puts the molar mass at 129.132 Da. Its total charge is -1. For the relative energy (zero: lowest compared OMol25 entry of this formula, charge and spin), the calculation gives 34.9 kJ/mol. The value obtained for the HOMO-LUMO gap is 8.64 eV.

***

Q: What is the electronic energy in the sixth record?
A: -724.2999 Ha